{"formula": "C9H14", "method": "ωB97M-V/def2-TZVPD", "species": ["C", "C", "H", "H", "H", "H", "H", "H", "C", "C", "C", "C", "C", "C", "C", "H", "H", "H", "H", "H", "H", "H", "H"], "coordinates": [[0.22603, 2.00760, -1.67297], [-0.54667, 2.96426, -2.49428], [1.28078, 2.01548, -2.09523], [0.26766, 2.06537, -0.57177], [-0.27042, 1.03012, -1.94461], [-1.51950, 3.34848, -1.87285], [-0.83307, 2.61013, -3.49930], [0.07258, 3.79029, -2.63199], [1.04924, -3.02174, -0.02325], [-1.35564, -0.22908, 0.97725], [-1.02097, -0.04672, 2.28779], [-0.59134, -1.11855, 0.16084], [0.51926, -1.75071, 0.67833], [0.29271, -0.38008, 2.61396], [1.09337, -1.19208, 1.84773], [-2.17753, 0.16455, 0.53009], [-1.74684, 0.46346, 3.13306], [-0.97516, -1.22515, -0.86925], [0.64464, 0.05317, 3.56844], [1.90276, -2.80443, -0.65759], [0.27920, -3.55688, -0.56766], [2.01207, -1.56456, 2.22660], [1.39684, -3.62293, 0.87664]], "mulliken_charge": [-0.508, -0.875, 0.271, 0.267, 0.044, 0.216, 0.276, 0.308, -1.175, -0.355, -0.497, -0.574, 0.685, -0.030, -0.790, 0.530, 0.200, 0.309, 0.330, 0.281, 0.355, 0.422, 0.309], "e_tot_ha": -351.26343, "homo_lumo_gap_ev": 9.925, "lumo_energy_ev": 0.98, "max_force_ev_per_a": 4.03, "smiles": "Cc1ccccc1.CC", "relative_energy_ev": 1.817}

{"formula": "C9H14", "method": "ωB97M-V/def2-TZVPD", "species": ["C", "C", "H", "H", "H", "H", "H", "H", "C", "C", "C", "C", "C", "C", "C", "H", "H", "H", "H", "H", "H", "H", "H"], "coordinates": [[-2.71507, 1.45983, 1.79613], [-2.94082, 1.75825, 0.26860], [-3.47437, 0.86381, 2.16781], [-1.81893, 0.95248, 1.99120], [-2.73579, 2.36807, 2.42591], [-2.75526, 2.75394, -0.15333], [-4.00105, 1.80612, 0.00643], [-2.69099, 0.89144, -0.31083], [-0.09498, -2.24182, -1.08376], [1.45128, -0.31187, -1.62571], [1.04107, -1.37961, -0.80570], [2.39636, 0.67047, -1.19981], [3.09884, 0.42439, -0.02350], [1.65019, -1.45666, 0.46489], [2.68920, -0.60394, 0.77814], [0.97774, -0.17786, -2.59496], [2.76665, 1.39650, -1.93727], [0.39694, -3.19186, -1.13046], [-0.71589, -1.85235, -2.05662], [3.95538, 0.91597, 0.29141], [1.11067, -1.92340, 1.31531], [3.18340, -1.00749, 1.66393], [-0.77458, -2.11444, -0.24782]], "mulliken_charge": [-0.841, -0.858, 0.303, 0.265, 0.288, 0.323, 0.311, 0.208, -1.198, -0.432, 0.761, -0.542, -0.390, -0.397, -0.400, 0.314, 0.324, 0.370, 0.262, 0.430, 0.272, 0.319, 0.307], "e_tot_ha": -351.26310, "homo_lumo_gap_ev": 9.893, "lumo_energy_ev": 0.92, "max_force_ev_per_a": 3.34, "smiles": "Cc1ccccc1.CC", "relative_energy_ev": 1.826}

{"formula": "C9H14", "method": "ωB97M-V/def2-TZVPD", "species": ["C", "C", "C", "C", "C", "C", "C", "H", "H", "H", "H", "H", "H", "H", "H", "C", "C", "H", "H", "H", "H", "H", "H"], "coordinates": [[-2.19574, -1.98103, -0.02357], [-1.61422, -0.16808, 1.71144], [-1.65329, -0.70370, 0.43356], [-0.67653, 0.82058, 2.02581], [0.01978, 1.49387, 1.02175], [-1.12460, 0.08311, -0.60794], [-0.42374, 1.30857, -0.27597], [-2.24199, -0.51076, 2.47930], [-0.59610, 1.14338, 3.07764], [-2.90414, -2.56670, 0.60693], [-1.36476, -2.75112, -0.08840], [0.79239, 2.18243, 1.20125], [-1.21282, -0.04667, -1.68098], [-0.15949, 1.93362, -1.11135], [-2.62898, -1.98480, -1.00900], [2.46066, -0.38358, -1.99701], [3.77790, 0.11348, -1.26716], [2.54170, -1.45360, -2.13828], [1.55374, -0.28547, -1.52802], [2.54392, 0.05423, -3.07496], [4.62092, -0.48689, -1.06973], [4.28732, 0.87952, -1.83376], [3.61823, 0.48821, -0.18804]], "mulliken_charge": [-1.319, -0.576, 0.606, -0.253, -0.419, -0.349, -0.620, 0.454, 0.323, 0.355, 0.243, 0.460, 0.355, 0.394, 0.339, -0.396, -0.908, 0.309, -0.126, 0.244, 0.359, 0.275, 0.249], "e_tot_ha": -351.26631, "homo_lumo_gap_ev": 9.919, "lumo_energy_ev": 1.01, "max_force_ev_per_a": 5.18, "smiles": "Cc1ccccc1.CC", "relative_energy_ev": 1.738}

{"formula": "C9H14", "method": "ωB97M-V/def2-TZVPD", "species": ["C", "C", "C", "C", "C", "C", "C", "H", "H", "H", "H", "H", "H", "H", "H", "C", "C", "H", "H", "H", "H", "H", "H"], "coordinates": [[0.05566, 1.70850, -2.56350], [-1.26963, -0.26674, -2.06594], [-0.01038, 0.41744, -1.84328], [-1.43304, -1.41565, -1.29450], [0.90767, -0.00142, -0.92788], [-0.46824, -1.89311, -0.37238], [0.69544, -1.19970, -0.27522], [-2.12755, 0.05156, -2.73939], [-2.38050, -1.85506, -1.18040], [0.04551, 1.35735, -3.66550], [0.87474, 2.39685, -2.48299], [1.73484, 0.70973, -0.66631], [-0.67266, -2.89288, 0.05840], [1.37784, -1.51520, 0.56656], [-0.72213, 2.39994, -2.20967], [-0.31038, -0.03112, 2.62780], [1.16263, 0.47868, 2.76471], [-0.60557, -0.18717, 3.66073], [-0.86303, 0.82740, 2.15695], [-0.30964, -1.01490, 2.07655], [1.62250, 0.70141, 1.76079], [1.70056, -0.28590, 3.36372], [0.99538, 1.51002, 3.25074]], "mulliken_charge": [-1.517, -0.563, 1.063, -0.434, -0.537, -0.546, -0.258, 0.297, 0.379, 0.289, 0.391, 0.298, 0.382, 0.452, 0.303, -0.646, -0.766, 0.380, 0.250, 0.068, 0.133, 0.259, 0.322], "e_tot_ha": -351.27236, "homo_lumo_gap_ev": 9.967, "lumo_energy_ev": 1.01, "max_force_ev_per_a": 3.34, "smiles": "Cc1ccccc1.CC", "relative_energy_ev": 1.574}